The following is a quantum chemistry calculation of a 4-piece molecular cluster, C2H11NO3 overall, from the OMol25 dataset.

XYZ file:
```
17
Properties=species:S:1:pos:R:3:forces:R:3
C -0.33259 -1.19262 -0.58946 -1.0514 -1.3267 -2.1931
N -0.87325 -0.00786 -1.29301 1.1334 -0.2797 5.1127
C -0.23303 1.18554 -0.72598 -1.0868 -0.2962 -1.4147
O -2.53742 0.15032 0.53132 1.5614 -0.1819 -1.2141
H -0.77458 -2.16267 -1.03145 0.4593 1.6084 0.6099
H -0.63045 -1.18248 0.49719 0.0600 0.6023 -0.1943
H 0.76073 -1.25117 -0.57033 0.1461 0.4897 -0.1567
H -1.92498 0.04253 -0.94944 -1.0858 0.0696 -0.0412
H 0.82781 1.05314 -0.69863 1.0664 -0.1361 -0.0456
H -0.55119 2.06453 -1.29575 -0.0394 -0.0930 0.2625
H -0.52476 1.31149 0.36590 0.0088 -0.5021 -0.4786
H -3.47335 0.24294 0.69651 -0.7275 0.0520 -0.1770
H 1.76386 -0.01069 0.94744 0.1249 -0.0259 0.3839
O 1.04478 0.06526 1.76260 -1.0834 0.4958 -2.3831
H 1.46335 -0.11843 2.56445 0.9690 -0.4759 1.9993
H 3.47073 -0.10759 -0.06789 0.6254 -0.0176 -0.0208
O 2.52434 -0.08225 -0.14347 -1.0804 0.0173 -0.0492
```
Forces are in eV/Å.

Summary:
HOMO-LUMO gap   4.12 eV
M   97.11 u
Total charge   0
Relative energy (zero: lowest compared OMol25 entry of this formula, charge and spin)   804.2 kJ/mol
LUMO energy   -4.86 eV
E   -362.96810 Ha
HOMO level   -8.98 eV